Molecular formula: C22H20N2O2
Method: DFT, the ωB97M-V functional and the def2-TZVPD basis

Computed properties:
- SMILES: O=C(COc1ccc2ccccc2c1)NCCn1ccc2ccccc21
- ΔE to the lowest compared entry with this formula, charge and spin: 1.295 eV
- 2S+1: 1
- Highest occupied orbital energy: -8.055 eV

Atoms and positions in Å:
O (-1.0549, 2.7082, 0.3470)
O (1.2302, 0.0952, 1.1211)
N (-0.6585, 0.7337, -0.6849)
N (-0.1822, 0.9507, -3.5121)
C (1.1281, 1.2314, -3.2286)
C (1.6917, 2.2325, -2.4449)
C (3.3223, 0.3576, -3.8015)
C (-2.9001, -2.9614, 4.9237)
C (1.0424, -0.5710, -4.6151)
C (-1.7519, -3.3788, 4.3094)
C (3.8712, 1.3447, -3.0158)
C (-0.3760, 1.7154, 0.1933)
C (-2.6485, -0.7644, 3.9803)
C (-1.0052, -2.4968, 3.5035)
C (3.0659, 2.2720, -2.3482)
C (-0.2181, -0.1424, -4.3362)
C (-1.4595, -1.1635, 3.3358)
C (0.4349, -0.6839, 1.9201)
C (-1.3268, 1.5692, -2.9081)
C (0.8853, -2.0136, 2.0826)
C (-1.7491, 0.8294, -1.6226)
C (-3.3514, -1.6435, 4.7564)
C (1.9339, 0.2899, -3.9165)
C (-0.7194, -0.2700, 2.5327)
C (0.9047, 1.4582, 0.9931)
C (0.1839, -2.8915, 2.8523)
H (-1.3985, -4.3927, 4.4337)
H (1.7407, 1.9028, 0.4427)
H (-3.4674, -3.6421, 5.5414)
H (-2.5544, 1.3880, -1.1398)
H (1.3143, -1.3958, -5.2430)
H (1.7972, -2.2998, 1.5820)
H (-1.0949, 0.7350, 2.4164)
H (-4.2605, -1.3288, 5.2477)
H (-2.1604, 1.5663, -3.6156)
H (-2.9931, 0.2514, 3.8495)
H (3.9472, -0.3529, -4.3220)
H (-1.1608, -0.5285, -4.6765)
H (0.5331, -3.9065, 2.9757)
H (0.0276, 0.0055, -0.8182)
H (0.8243, 1.9524, 1.9685)
H (1.0803, 2.9587, -1.9288)
H (4.9439, 1.4137, -2.9108)
H (-1.0815, 2.6034, -2.6572)
H (3.5340, 3.0380, -1.7470)
H (-2.0919, -0.1797, -1.8618)

Forces on the atoms, in the same order (eV/Å):
-0.113 0.426 0.026
0.041 -0.284 -0.003
0.040 -0.263 -0.223
0.025 0.049 -0.116
0.527 -0.139 -0.192
-0.012 0.148 0.098
0.009 0.070 0.046
0.121 -0.252 0.006
-0.165 -0.135 -0.055
-0.145 -0.028 0.107
0.232 -0.106 -0.069
0.358 -0.527 0.126
-0.154 -0.017 0.103
-0.178 0.303 0.008
-0.109 0.116 0.077
0.056 -0.259 -0.208
0.118 -0.393 0.069
-0.257 0.055 0.205
-0.391 -0.046 0.512
0.021 -0.067 -0.003
-0.071 0.346 -0.173
-0.007 0.232 -0.079
-0.183 0.286 0.239
0.365 0.221 -0.270
-0.029 0.382 0.113
0.170 0.121 -0.163
0.019 -0.101 0.022
-0.144 -0.017 0.077
-0.017 -0.073 0.037
-0.012 -0.126 -0.071
-0.022 -0.166 -0.143
0.105 -0.066 -0.042
-0.017 0.133 -0.012
-0.061 0.057 0.021
0.100 0.076 0.011
-0.045 0.097 -0.003
0.081 -0.058 -0.035
-0.167 -0.049 -0.050
0.058 -0.092 -0.002
-0.029 0.047 0.115
-0.084 -0.070 -0.136
-0.055 0.085 0.056
0.083 -0.009 -0.002
-0.064 -0.058 -0.078
0.017 0.072 0.045
-0.019 0.081 0.011

***

Molecular formula: C28H22F3NO5S
Method: DFT, the ωB97M-V functional and the def2-TZVPD basis

Computed properties:
- 2S+1: 1
- Highest occupied orbital energy: -6.669 eV

Atoms and positions in Å:
S (-2.5503, 2.8264, -0.2133)
F (-4.7168, 2.5679, -1.7306)
F (-2.9322, 1.5818, -2.5443)
F (-3.1170, 3.7764, -2.6322)
O (4.4640, 4.4815, 2.0435)
O (-3.1002, 1.7450, 0.5899)
O (-5.7326, -3.6270, -2.1431)
O (3.2274, 3.9974, 3.7978)
O (-2.7117, 4.1978, 0.2063)
N (3.3659, 4.1924, 2.5668)
C (-6.2308, -4.7213, -1.4292)
C (-3.2927, -3.5489, -2.0197)
C (1.3592, 3.5344, -0.4569)
C (-7.9409, -5.6120, 0.0065)
C (-1.1174, -0.8756, -0.4560)
C (-0.9053, 2.4842, -0.6432)
C (2.2237, 4.0251, 1.7408)
C (4.1255, -2.9357, 0.5859)
C (0.0045, 3.1136, 1.5566)
C (2.4659, -1.0433, 0.5807)
C (1.6720, -3.2959, 0.2223)
C (-3.3869, 2.6857, -1.8864)
C (-4.5516, -3.0174, -1.7105)
C (0.1381, 3.0567, 0.1292)
C (-2.2407, -1.6314, -0.9017)
C (-7.4777, -4.5826, -0.8102)
C (-7.2083, -6.7957, 0.1376)
C (-5.4918, -5.8986, -1.3311)
C (-2.1566, -2.8389, -1.6578)
C (2.7352, -2.4144, 0.4465)
C (0.1327, -1.4141, -0.0769)
C (-4.6729, -1.8086, -1.0083)
C (1.0285, 3.5804, 2.3445)
C (-3.5405, -1.1508, -0.5943)
C (1.2047, -0.5493, 0.3112)
C (2.3572, 4.0558, 0.3342)
C (-5.9966, -6.9371, -0.5445)
C (0.3945, -2.8189, -0.0007)
H (-3.6246, -0.2419, -0.0039)
H (4.4187, -3.0622, 1.6355)
H (-0.4271, -3.5213, -0.1119)
H (-5.4230, -7.8600, -0.4706)
H (1.4487, 3.4959, -1.5447)
H (-1.1792, -3.2199, -1.9539)
H (-0.9052, 2.7419, 2.0319)
H (0.9997, 0.5178, 0.3934)
H (4.8436, -2.2538, 0.1216)
H (-8.8827, -5.4863, 0.5397)
H (0.9478, 3.5943, 3.4282)
H (-4.5455, -5.9800, -1.8646)
H (4.2168, -3.9071, 0.0932)
H (-0.7541, 2.1426, -1.6639)
H (-8.0360, -3.6583, -0.9493)
H (1.8653, -4.3699, 0.2068)
H (-1.2553, 0.1956, -0.3106)
H (-3.2174, -4.4976, -2.5558)
H (3.2592, 4.4811, -0.0947)
H (-7.5772, -7.6041, 0.7732)
H (3.2764, -0.3734, 0.8757)
H (-5.6650, -1.4148, -0.7935)

Forces on the atoms, in the same order (eV/Å):
2.120 -0.214 -0.312
0.686 0.075 -0.194
-0.417 0.647 0.291
-0.322 -0.934 0.415
-1.572 -0.352 0.737
-0.637 0.351 -0.112
0.713 0.390 0.067
0.431 0.407 -1.795
-0.574 -0.604 0.139
1.468 0.364 1.323
0.078 -0.085 0.380
0.039 0.150 -0.025
-0.657 -0.211 0.291
0.023 -0.158 -0.202
0.126 -0.687 0.769
-0.771 -0.010 -0.469
-0.728 -0.528 -0.586
0.321 -0.173 -0.107
0.154 0.303 -0.349
-0.057 0.032 -0.097
-0.443 -0.034 -0.191
0.114 0.164 -0.158
-0.744 -0.181 0.109
0.175 -0.007 0.428
-0.544 -0.516 -0.682
0.520 -0.024 -0.001
0.153 0.129 -0.074
-0.378 0.157 0.154
0.058 -0.045 0.354
-0.147 0.278 0.205
0.641 -0.352 0.127
-0.149 -0.573 -0.196
0.327 0.180 -0.275
0.377 0.515 -0.033
-0.312 0.151 -0.076
0.108 -0.229 0.507
-0.010 0.061 -0.057
0.040 0.066 -0.147
0.007 -0.019 -0.169
-0.134 0.078 -0.130
0.249 0.134 0.085
-0.184 0.175 0.046
0.034 0.179 0.346
-0.340 0.186 -0.091
0.220 0.126 -0.204
0.073 -0.109 -0.136
-0.089 -0.041 0.122
0.208 -0.076 -0.166
0.065 -0.091 -0.265
-0.306 -0.137 0.238
0.022 0.085 0.118
-0.078 0.435 0.061
0.144 -0.201 0.102
-0.100 0.295 0.061
-0.025 0.162 0.132
0.018 0.506 0.052
-0.063 -0.238 0.069
0.127 0.286 -0.237
-0.305 -0.106 -0.170
0.250 -0.134 -0.024

***

Molecular formula: C14H32N6O6SSn
Method: DFT, the ωB97M-V functional and the def2-TZVPD basis

Computed properties:
- ΔE to the lowest compared entry with this formula, charge and spin: 2.117 eV
- 2S+1: 1
- Highest occupied orbital energy (spin up / spin down): -5.263 / -4.855 eV

Atoms and positions in Å:
Sn (0.9472, 0.3234, -0.5072)
S (2.5445, -0.0745, 1.2980)
O (1.4473, 0.7886, -2.3645)
O (-2.0051, 0.5223, 0.8982)
O (-1.6838, -1.6655, 0.0119)
O (0.0509, -0.3964, -3.9792)
O (1.6808, 3.4556, -1.3245)
O (2.7187, -1.3698, -2.4144)
N (0.4673, -1.4449, 2.4111)
N (-0.5655, -1.5877, -0.6672)
N (0.5250, 0.8762, 2.8401)
N (1.6568, -1.5096, -1.7879)
N (0.8152, 2.5845, -0.6344)
N (-1.0926, 1.2125, 0.1965)
C (1.1625, 2.1607, 2.5401)
C (-0.0926, 4.7923, -0.3448)
C (-0.2500, 0.8212, 4.0705)
C (1.0425, -0.2360, 2.2873)
C (-0.2704, 3.3089, -0.3139)
C (-1.0224, -4.0119, -1.1118)
C (1.1882, -2.6136, 1.9363)
C (-2.3765, 3.1646, 1.1461)
C (-1.3306, 2.5398, 0.2569)
C (1.6040, -3.7200, -2.8224)
C (-0.8522, -1.7265, 2.9939)
C (-1.5738, -0.1080, -3.8242)
C (0.9790, -2.6621, -1.9935)
C (-0.2334, -2.7617, -1.2816)
H (0.9229, -3.4636, 2.5743)
H (-1.9122, -0.4681, 0.4606)
H (1.6590, -3.4492, -3.8963)
H (-3.2580, 2.5031, 1.3141)
H (0.8231, 5.0455, 0.2781)
H (-1.6244, -1.0033, 2.6838)
H (1.0236, 1.5961, -2.6758)
H (-2.0411, -3.8801, -1.5100)
H (-1.6036, -0.0205, -2.7134)
H (0.8839, 0.0457, -3.4789)
H (2.2687, -2.4336, 2.0159)
H (-1.0884, -4.3360, -0.0545)
H (2.3897, 2.8800, -1.6410)
H (-2.6790, 4.1109, 0.6446)
H (2.6338, -3.8905, -2.4600)
H (0.0812, -0.0156, 4.7039)
H (0.8482, 2.8997, 3.2862)
H (-0.0727, 1.7453, 4.6325)
H (0.3329, -0.6108, -4.9062)
H (-1.3298, 0.7496, 3.8628)
H (0.1074, 5.0860, -1.4216)
H (-0.5764, -4.8630, -1.6531)
H (0.8772, 2.4964, 1.5375)
H (-0.9537, 5.3911, 0.0704)
H (1.0490, -4.6660, -2.7607)
H (-1.5089, 0.7326, -4.4883)
H (2.2510, 2.0698, 2.5607)
H (0.9270, -2.8217, 0.8858)
H (-1.1680, -2.7181, 2.6558)
H (-1.9049, 3.3882, 2.1401)
H (-2.0445, -0.9904, -4.2531)
H (-0.7941, -1.7715, 4.0906)

Forces on the atoms, in the same order (eV/Å):
-2.208 -0.824 -0.140
0.557 -0.667 2.410
-0.373 0.907 -3.445
-0.554 -0.861 0.798
-1.404 -0.140 1.000
-1.017 -1.350 -2.257
1.514 -0.331 -0.576
2.132 0.276 -0.977
0.339 0.860 0.145
-0.017 -3.052 -2.234
0.878 -0.488 0.184
-1.326 -2.903 0.094
-0.940 1.058 -0.739
-0.747 1.453 -0.932
0.011 0.520 -0.100
-0.220 1.190 0.051
-0.553 0.028 0.457
0.451 -0.046 -0.015
-0.556 -0.779 1.175
-0.290 -0.569 -0.105
0.496 -0.501 -0.131
-0.052 0.063 -0.071
1.603 0.413 -0.259
0.169 -0.429 -0.292
-0.503 -0.052 0.253
3.673 -0.543 0.425
1.774 1.269 0.147
-0.587 3.126 1.793
-0.007 0.146 -0.170
-0.238 -0.300 0.318
0.155 0.000 0.440
0.763 0.544 -0.257
-0.982 -0.115 -0.879
0.603 -0.283 -0.012
0.144 0.561 0.539
0.182 0.006 0.401
-0.510 0.259 -0.995
-0.097 0.597 1.988
-0.470 -0.232 -0.094
-0.150 0.464 -0.387
0.020 0.049 0.066
-0.002 -0.538 0.685
-0.286 0.084 -0.358
-0.177 0.335 -0.261
-0.044 -0.235 -0.253
-0.032 -0.279 -0.181
-0.624 0.110 1.119
0.413 0.011 0.175
-0.204 0.051 1.397
-0.078 0.505 0.144
0.143 -0.008 0.423
0.774 -0.826 -0.543
0.179 0.286 -0.010
-1.274 0.700 0.348
-0.190 0.054 0.152
0.124 0.003 0.409
0.123 0.348 -0.180
-0.560 -0.028 -0.656
0.087 0.106 0.268
-0.034 -0.001 -0.295